Record 1
A 6-piece molecular cluster, C36H80N4O5 overall in a non-equilibrium geometry. Source: OMol25; level of theory: the ωB97M-V functional and the def2-TZVPD basis.

Output
F_max ... 0.0736 Eh/bohr
E_HOMO ... -12.8 eV
Net charge ... +2
Calculated total energy ... -54813.1344 eV
Gap between HOMO and LUMO ... 9.233 eV

The geometry in XYZ format:
```
125
Properties=species:S:1:pos:R:3:forces:R:3
C 0.680 6.733 22.959 0.50 -0.35 -0.18
C 0.563 7.354 24.380 0.80 0.94 -1.54
C 1.815 8.081 24.856 0.13 -2.11 -0.09
N 1.651 8.552 26.284 1.22 1.16 0.48
C 2.027 7.524 27.324 -1.36 -0.08 0.02
C 1.949 8.123 28.759 -0.43 -1.43 -0.11
C 0.600 8.824 29.044 -0.61 -2.61 0.21
C 0.264 9.833 27.990 3.66 -0.89 -0.36
C 0.290 9.179 26.589 1.38 -0.19 1.09
C 2.725 9.620 26.427 -1.45 0.31 0.44
H 0.978 5.665 22.960 -0.01 0.45 0.54
H 1.448 7.235 22.356 -0.47 0.11 0.07
H -0.266 6.709 22.402 0.17 0.46 0.30
H 0.437 6.543 25.021 -0.71 -1.29 1.46
H -0.236 8.069 24.483 -0.65 -0.15 -0.45
H 2.133 8.923 24.264 -0.32 0.28 -0.36
H 2.651 7.334 24.826 -0.47 0.97 0.36
H 1.275 6.706 27.215 0.59 0.48 0.23
H 2.996 7.142 27.013 0.14 0.01 0.28
H 2.047 7.210 29.413 0.09 1.18 -0.34
H 2.730 8.853 28.994 0.20 -0.62 -0.09
H -0.215 8.034 29.114 0.83 0.81 -0.13
H 0.720 9.205 30.041 -0.34 0.61 0.38
H -0.649 10.246 28.099 -3.18 1.34 0.53
H 1.006 10.650 28.171 -0.65 -0.28 -0.89
H -0.430 8.353 26.545 -0.05 0.56 -0.17
H 0.200 9.954 25.856 -0.66 0.13 -0.79
H 2.371 10.473 25.824 0.47 -0.34 0.18
H 3.632 9.168 26.043 0.36 0.26 0.02
H 2.709 9.899 27.496 0.69 0.05 -1.06
C 7.360 9.284 27.093 0.18 -0.68 -0.68
C 8.471 8.804 26.164 -0.60 1.54 -0.34
C 8.184 9.137 24.682 0.70 -0.38 0.93
N 9.175 8.447 23.781 -1.48 -0.48 -0.52
C 8.753 7.008 23.795 0.51 -2.34 0.72
C 9.408 6.051 22.728 -0.48 2.29 -0.20
C 9.234 6.692 21.335 -1.87 -0.62 0.96
C 9.661 8.122 21.387 0.35 1.15 -0.35
C 8.987 9.000 22.437 -0.30 0.12 -0.96
C 10.551 8.673 24.170 0.46 0.48 2.55
H 6.417 8.852 26.790 -0.42 -0.01 -0.24
H 7.306 10.357 27.014 -0.21 0.42 0.45
H 7.544 8.912 28.092 0.15 0.41 0.36
H 8.722 7.801 26.384 -0.23 -1.35 -0.23
H 9.368 9.312 26.440 0.64 0.70 0.31
H 8.284 10.197 24.445 -0.02 0.10 0.38
H 7.207 8.804 24.352 -0.24 0.08 0.05
H 7.652 6.976 23.621 0.88 0.20 0.27
H 9.034 6.668 24.838 -0.64 0.10 -1.33
H 8.989 5.059 22.803 -0.21 -0.15 0.15
H 10.471 6.000 22.839 0.79 -0.32 0.64
H 8.177 6.655 21.027 0.21 -0.13 0.12
H 9.798 6.115 20.636 0.46 -0.16 -0.69
H 9.384 8.638 20.472 0.39 -0.11 -0.46
H 10.742 8.140 21.501 0.23 0.35 -0.15
H 7.903 9.039 22.235 0.34 -0.01 0.16
H 9.416 10.023 22.496 -0.32 -0.55 -0.44
H 10.744 9.764 24.139 0.06 -0.70 -0.12
H 11.247 8.107 23.589 0.23 -0.15 -0.43
H 10.618 8.353 25.238 0.40 0.18 -0.98
C 0.026 3.053 16.471 -0.49 -0.42 0.07
C 0.693 4.006 17.443 0.78 0.93 -0.28
C 0.295 5.468 17.094 0.61 -1.59 0.44
N 0.650 6.391 18.189 -1.26 1.61 1.03
C 2.067 6.310 18.606 1.83 -0.49 -0.65
C 3.057 6.697 17.450 0.15 -1.12 0.01
C 2.857 8.159 17.099 0.23 -0.28 0.86
C 1.400 8.230 16.731 0.44 0.90 -2.80
C 0.406 7.811 17.731 1.08 0.70 2.65
C -0.231 6.173 19.416 0.62 -0.02 -0.04
H -0.936 2.667 16.830 0.20 0.14 0.03
H 0.658 2.204 16.252 0.09 -0.25 0.07
H -0.174 3.530 15.518 0.02 0.19 -0.23
H 1.796 3.939 17.311 -0.64 -0.13 0.30
H 0.447 3.807 18.512 0.17 -0.06 -0.86
H -0.759 5.482 16.940 -1.00 0.35 0.20
H 0.719 5.862 16.177 0.31 -0.42 0.00
H 2.219 5.289 18.938 0.16 -0.18 -0.06
H 2.297 6.938 19.478 -0.72 0.20 -0.31
H 2.904 6.091 16.509 -0.08 0.37 1.04
H 4.080 6.431 17.764 -0.39 0.28 0.12
H 3.453 8.447 16.238 0.11 0.05 -0.02
H 3.135 8.798 17.938 -0.05 0.08 0.08
H 1.440 7.616 15.808 -0.92 0.29 0.21
H 1.132 9.230 16.380 -0.07 0.01 0.12
H -0.630 7.934 17.463 -0.28 -0.08 -0.22
H 0.660 8.407 18.679 -0.79 -0.55 -1.13
H -0.188 7.044 20.083 0.04 0.06 -0.61
H 0.241 5.380 19.984 -0.31 -0.43 0.00
H -1.246 5.930 19.098 0.21 0.03 0.08
C 4.952 13.300 23.090 1.78 1.47 0.02
N 3.852 12.417 22.778 -1.41 0.01 -0.70
C 2.868 12.469 23.915 -0.08 1.49 -0.44
C 3.216 12.919 21.502 0.04 0.11 0.77
C 4.270 10.995 22.564 -1.09 -1.07 -0.01
C 5.080 10.688 21.323 0.55 0.04 -1.17
O 4.300 10.648 20.106 -0.19 -0.11 0.67
H 5.673 13.303 22.245 -0.42 -0.14 0.59
H 5.444 12.905 23.986 0.02 0.34 -0.15
H 4.656 14.391 23.225 -0.03 -1.58 0.01
H 3.383 12.287 24.829 0.54 -0.54 0.62
H 2.010 11.844 23.778 -0.20 -0.72 -0.48
H 2.506 13.500 24.008 0.11 -0.10 -0.27
H 2.301 12.347 21.360 0.25 -0.20 -0.46
H 3.984 12.871 20.721 -0.71 -0.17 0.09
H 2.954 13.940 21.719 -0.17 0.54 -0.16
H 3.317 10.436 22.521 0.14 0.24 -0.30
H 4.673 10.613 23.483 0.86 -0.03 0.37
H 5.620 9.720 21.384 -0.41 0.63 0.67
H 5.833 11.472 21.128 -0.15 -0.27 0.12
H 3.588 9.999 20.242 0.07 0.11 -0.03
C -0.908 9.673 21.148 -0.61 0.43 1.68
C 0.566 9.598 21.485 0.51 0.14 -0.10
O 0.892 10.313 22.497 0.65 -1.23 -1.26
O 1.290 8.822 20.758 -0.22 1.31 1.05
H -1.282 10.589 21.656 -0.08 -0.66 -0.50
H -1.399 8.807 21.632 0.09 0.30 -0.15
H -1.192 9.669 20.120 0.13 -0.01 -0.85
C 4.601 6.367 23.446 1.70 -1.06 -0.91
C 5.195 7.740 23.273 -1.75 -0.90 2.21
O 5.975 7.865 22.343 1.53 1.02 -1.42
O 4.843 8.559 24.166 0.46 0.99 0.04
H 3.610 6.309 23.113 -1.63 0.14 -0.59
H 4.611 5.998 24.465 0.31 -0.06 0.16
H 5.199 5.766 22.731 -0.46 -0.38 0.78
```
Positions in Å, forces in eV/Å.

***

Record 2
A 2-piece molecular cluster, C5H6ClN overall in a non-equilibrium geometry. Source: OMol25; level of theory: the ωB97M-V functional and the def2-TZVPD basis.

Output
SMILES ... CC#CC#N.CCl
F_max ... 0.0834 Eh/bohr
E_HOMO ... -10.4 eV
Net charge ... 0
Calculated total energy ... -19292.0726 eV
Gap between HOMO and LUMO ... 10.846 eV
Relative energy (zero: lowest compared OMol25 entry of this formula, charge and spin) ... 245.7 kJ/mol

The geometry in XYZ format:
```
13
Properties=species:S:1:pos:R:3:forces:R:3
C -0.083 -2.139 -0.773 -0.13 1.12 -0.71
C -0.930 -1.148 -0.073 -1.36 -0.44 -0.37
C -1.760 -0.362 0.334 2.14 -2.03 -1.23
C -2.528 0.612 0.834 -1.82 2.97 2.50
N -3.070 1.458 1.435 0.69 -1.44 -1.37
H -0.130 -3.184 -0.389 -0.25 0.90 -0.43
H 0.903 -1.731 -0.585 0.66 -0.42 -0.13
H -0.253 -2.005 -1.905 0.09 -0.65 1.76
C 1.559 1.741 0.045 -1.33 -0.56 -0.03
Cl 1.974 1.413 1.722 0.24 -0.10 0.97
H 2.108 0.947 -0.514 -0.49 1.27 -0.15
H 1.765 2.806 -0.123 0.32 -0.67 -0.51
H 0.442 1.594 -0.009 1.26 0.06 -0.30
```
Positions in Å, forces in eV/Å.

***

Record 3
C40H41KN10O2SeSi as an isolated structure. Source: OMol25; level of theory: the ωB97M-V functional and the def2-TZVPD basis.

Output
F_max ... 0.0108 Eh/bohr
E_HOMO (spin up / spin down) ... 0.7 / 0.6 eV
Net charge ... -2
Calculated total energy ... -150688.4407 eV
Gap between HOMO and LUMO (spin up / spin down) ... 2.626 / 2.745 eV
Relative energy (zero: lowest compared OMol25 entry of this formula, charge and spin) ... 368.5 kJ/mol

The geometry in XYZ format:
```
96
Properties=species:S:1:pos:R:3:forces:R:3
K -0.008 -0.121 0.524 -0.16 -0.49 0.22
C -0.841 1.445 4.855 0.03 -0.12 -0.14
C -0.655 2.673 4.063 -0.04 0.10 0.00
O 0.355 2.669 3.177 0.12 -0.01 0.11
C -1.335 3.850 3.976 0.05 0.03 0.02
C -0.698 4.583 2.953 -0.10 -0.03 0.04
C -0.968 5.930 2.393 0.06 0.05 -0.01
N 0.294 3.863 2.490 -0.11 0.01 -0.18
N 1.258 4.239 1.625 0.21 -0.10 0.20
C 1.592 3.245 0.760 -0.02 0.18 -0.15
O 1.063 2.142 0.688 -0.01 0.18 0.01
C 2.711 3.596 -0.180 0.01 -0.01 0.02
C 3.164 2.599 -1.038 0.00 0.00 0.01
C 4.194 2.863 -1.928 0.01 0.00 0.00
C 4.773 4.124 -1.968 -0.01 0.01 0.02
C 4.322 5.122 -1.111 0.01 0.00 -0.02
C 3.296 4.857 -0.216 -0.02 0.02 0.02
H 0.121 0.998 5.101 0.02 -0.01 0.03
H -1.406 0.725 4.248 0.01 0.04 0.11
H -1.397 1.668 5.763 -0.03 -0.01 0.00
H -2.199 4.140 4.546 -0.02 -0.01 -0.02
H -1.847 6.364 2.866 0.00 0.01 0.00
H -1.124 5.865 1.316 0.03 0.03 0.06
H -0.104 6.576 2.551 -0.01 0.00 0.02
H 2.706 1.619 -0.989 0.00 0.00 -0.01
H 4.544 2.080 -2.588 0.00 0.00 0.00
H 5.578 4.330 -2.663 0.00 0.00 0.00
H 4.775 6.106 -1.137 0.00 0.00 0.00
H 2.942 5.621 0.463 0.00 0.00 0.00
C -3.360 0.856 -2.859 -0.01 0.03 0.00
C -2.345 1.003 -1.939 -0.01 0.02 -0.04
N -1.321 0.157 -1.868 -0.05 0.01 -0.06
C -1.307 -0.872 -2.719 0.03 0.03 -0.04
C -2.383 -1.035 -3.611 0.02 -0.05 0.00
N -3.392 -0.185 -3.697 0.00 -0.03 -0.03
C -0.153 -1.807 -2.684 -0.03 0.02 0.04
C 0.139 -2.535 -3.809 -0.01 -0.01 -0.02
C 1.274 -3.403 -3.819 0.01 -0.01 0.01
C 2.014 -3.407 -2.614 0.02 -0.01 0.00
C 1.644 -2.643 -1.508 -0.02 0.02 0.00
N 0.552 -1.831 -1.530 0.05 0.01 -0.05
C 2.445 -2.649 -0.279 -0.01 0.03 -0.03
C 3.410 -3.629 -0.039 -0.01 -0.02 -0.04
N 4.203 -3.699 1.023 0.01 -0.01 0.02
C 4.005 -2.668 1.916 -0.01 0.04 0.05
C 3.035 -1.724 1.732 0.10 0.17 -0.02
N 2.200 -1.663 0.674 0.12 -0.09 -0.08
C 1.637 -4.168 -4.964 -0.01 0.01 -0.01
C 2.750 -5.063 -4.996 0.00 0.00 0.01
C 3.054 -5.773 -6.131 0.01 0.00 0.01
N 2.381 -5.721 -7.298 0.01 -0.01 -0.01
C 1.329 -4.880 -7.276 -0.02 0.01 0.00
C 0.929 -4.122 -6.203 0.00 -0.01 -0.01
H -4.170 1.574 -2.915 0.01 -0.01 -0.02
H -2.358 1.824 -1.229 0.01 -0.01 0.02
H -2.419 -1.901 -4.259 -0.01 0.00 0.00
H -0.463 -2.416 -4.697 0.00 0.01 0.01
H 2.924 -3.984 -2.562 0.00 0.00 0.00
H 3.529 -4.433 -0.759 0.00 0.00 0.01
H 4.628 -2.650 2.805 0.01 -0.01 -0.01
H 2.904 -0.952 2.493 0.01 -0.02 -0.10
H 3.372 -5.207 -4.123 0.00 0.01 0.00
H 3.909 -6.446 -6.111 0.00 0.00 -0.01
H 0.761 -4.813 -8.203 0.01 -0.01 0.00
H 0.063 -3.485 -6.330 0.00 0.00 0.01
C 0.910 -4.255 2.731 0.05 0.01 0.02
Si 0.247 -3.256 4.158 -0.03 -0.14 -0.06
C 1.635 -2.321 5.007 0.07 0.08 -0.01
C -0.474 -4.433 5.445 0.02 -0.02 0.01
C -1.044 -2.121 3.596 0.17 0.03 0.05
C -1.842 -1.366 3.059 -0.16 0.12 -0.16
H 1.702 -4.936 3.056 0.00 0.00 -0.02
H 1.329 -3.605 1.957 -0.11 -0.10 0.09
H 0.107 -4.844 2.283 -0.02 -0.02 -0.03
H 2.411 -3.015 5.342 0.00 0.01 -0.01
H 1.260 -1.779 5.878 -0.01 0.03 0.03
H 2.102 -1.612 4.318 -0.07 -0.07 0.12
H 0.306 -5.078 5.861 -0.01 -0.01 0.00
H -1.239 -5.069 4.995 -0.01 0.00 0.00
H -0.937 -3.880 6.265 0.00 0.01 0.01
C -3.166 4.109 0.772 -0.08 -0.04 -0.05
N -4.237 3.499 0.014 0.01 0.01 0.03
C -4.830 4.042 -1.113 0.00 0.01 0.00
C -5.735 3.132 -1.530 -0.01 -0.04 0.00
N -5.655 2.073 -0.642 -0.04 0.03 -0.01
C -6.380 0.824 -0.774 0.00 0.01 0.01
C -4.733 2.274 0.333 -0.01 -0.01 0.06
Se -2.985 -0.202 2.232 -0.01 0.16 0.06
H -3.516 4.996 1.308 0.00 -0.02 -0.04
H -2.341 4.388 0.111 -0.03 -0.03 0.00
H -2.817 3.366 1.487 -0.02 -0.01 -0.02
H -4.556 4.998 -1.526 0.01 0.00 0.00
H -6.395 3.138 -2.381 0.00 0.01 0.00
H -7.457 0.996 -0.734 0.00 0.00 0.00
H -6.075 0.188 0.053 0.00 0.00 0.00
H -6.122 0.331 -1.712 0.00 0.01 -0.01
```
Positions in Å, forces in eV/Å.

***

Question: Which of these has the highest net charge?
Answer: C36H80N4O5